Record 1
An isolated ion of composition C4H8NO3 and charge -1, computed with ωB97M-V with the def2-TZVPD basis set.

Output
E	-11911.9273	eV
SMILES	CN[C@H](CO)C(=O)[O-]
largest force on an atom	1.5	eV Å⁻¹
charge	-1

Last columns: bonded neighbours and bond lengths (Å).
Cartesian coordinates (Å):
1 C -0.185 -1.989 -1.706  N2 1.430, H9 1.090, H10 1.084, H11 1.103
2 N -0.715 -0.735 -1.268  C1 1.430, C3 1.460, H12 1.012
3 C -0.386 -0.369 0.107  N2 1.460, C4 1.503, C6 1.573, H13 1.090
4 C -1.469 0.524 0.642  C3 1.503, O5 1.418, H14 1.099, H15 1.093
5 O -1.097 1.230 1.814  C4 1.418, H16 0.988
6 C 0.997 0.377 0.183  C3 1.573, O7 1.264, O8 1.240
7 O 1.388 0.593 1.366  C6 1.264
8 O 1.516 0.741 -0.883  C6 1.240
9 H -0.505 -2.207 -2.725  C1 1.090
10 H -0.637 -2.782 -1.122  C1 1.084
11 H 0.901 -2.108 -1.555  C1 1.103
12 H -0.420 0.052 -1.831  N2 1.012
13 H -0.303 -1.288 0.685  C3 1.090
14 H -1.806 1.231 -0.130  C4 1.099
15 H -2.349 -0.082 0.872  C4 1.093
16 H -0.113 1.165 1.871  O5 0.988



Record 2
A 2-piece molecular cluster, C4H8NO3 overall, computed with ωB97M-V with the def2-TZVPD basis set.

Output
E	-11903.8806	eV
largest force on an atom	6.7	eV Å⁻¹
charge	-1

Last columns: bonded neighbours and bond lengths (Å).
Cartesian coordinates (Å):
1 O 2.407 -1.440 1.182  C2 1.276
2 C 1.367 -1.132 0.510  O1 1.276, N3 1.302, H10 1.129
3 N 0.094 -1.195 0.776  C2 1.302, C4 1.515
4 C -0.702 -0.144 0.031  N3 1.515, C5 1.624, C7 1.562, H15 1.174
5 C -1.220 -0.736 -1.390  C4 1.624, O6 1.315, H12 1.147, H13 1.083
6 O -0.379 -0.875 -2.391  C5 1.315
7 C -0.228 1.326 -0.199  C4 1.562, O8 1.358, H14 1.173, H16 1.229
8 O -0.398 2.249 0.782  C7 1.358
9 H 1.349 1.251 2.308  H11 0.726
10 H 1.493 -0.961 -0.599  C2 1.129
11 H 1.661 0.677 2.625  H9 0.726
12 H -2.163 -0.090 -1.482  C5 1.147
13 H -1.743 -1.586 -0.969  C5 1.083
14 H 0.884 1.155 -0.532  C7 1.173
15 H -1.710 -0.127 0.633  C4 1.174
16 H -0.714 1.628 -1.286  C7 1.229



Record 3
A 2-piece molecular cluster, C4H8NO3 overall, computed with ωB97M-V with the def2-TZVPD basis set.

Output
E	-11913.0335	eV
largest force on an atom	1.1	eV Å⁻¹
charge	-1

Last columns: bonded neighbours and bond lengths (Å).
Cartesian coordinates (Å):
1 C -0.399 -2.332 -0.026  C2 1.526, H5 1.090, H6 1.089, H9 1.086
2 C -1.243 -1.763 -1.163  C1 1.526, O3 1.223, N4 1.355
3 O -1.684 -2.448 -2.076  C2 1.223
4 N -1.351 -0.413 -1.143  C2 1.355, H7 1.011, H8 1.017
5 H -0.503 -1.655 0.821  C1 1.090
6 H 0.650 -2.436 -0.300  C1 1.089
7 H -2.076 -0.003 -1.717  N4 1.011
8 H -1.060 0.123 -0.330  N4 1.017
9 H -0.800 -3.316 0.201  C1 1.086
10 C 2.373 1.385 0.620  C11 1.557, H14 1.092, H15 1.093, H16 1.088
11 C 0.969 1.853 1.105  C10 1.557, O12 1.256, O13 1.246
12 O 0.016 1.048 0.960  C11 1.256
13 O 0.964 2.940 1.714  C11 1.246
14 H 2.393 1.045 -0.417  C10 1.092
15 H 2.628 0.552 1.281  C10 1.093
16 H 3.041 2.216 0.837  C10 1.088



Record 4
A 2-piece molecular cluster, C4H8NO3 overall, computed with ωB97M-V with the def2-TZVPD basis set.

Output
E	-11904.7030	eV
largest force on an atom	4.1	eV Å⁻¹
charge	-1

Last columns: bonded neighbours and bond lengths (Å).
Cartesian coordinates (Å):
1 O 1.232 -0.046 -2.270  C2 1.208
2 C 1.217 0.544 -1.216  O1 1.208, N3 1.545, C4 1.756, H10 1.109
3 N 1.914 -0.071 0.018  C2 1.545, C4 1.455, H15 1.052
4 C 0.494 0.057 0.308  C2 1.756, N3 1.455, C5 1.526, C7 1.506
5 C 0.208 1.241 1.227  C4 1.526, O6 1.359, H12 1.130, H13 1.091
6 O 1.378 1.783 1.658  C5 1.359
7 C -0.457 -1.077 0.028  C4 1.506, O8 1.322, H14 1.116, H16 1.122
8 O -1.498 -1.070 0.843  C7 1.322
9 H -3.226 -1.943 -1.210  H11 0.756
10 H 1.216 1.652 -1.162  C2 1.109
11 H -3.233 -1.600 -0.537  H9 0.756
12 H -0.379 1.903 0.525  C5 1.130
13 H -0.458 1.020 2.062  C5 1.091
14 H 0.133 -2.023 -0.006  C7 1.116
15 H 2.175 0.594 0.791  N3 1.052
16 H -0.715 -0.962 -1.058  C7 1.122



Record 5
A 2-piece molecular cluster, C4H8NOP overall, computed with ωB97M-V with the def2-TZVPD basis set.

Output
E	-17095.7730	eV
largest force on an atom	3.8	eV Å⁻¹

Last columns: bonded neighbours and bond lengths (Å).
Cartesian coordinates (Å):
1 C -1.337 -0.161 -1.873  C2 1.359, O6 1.251, H8 1.174
2 C -0.448 0.123 -0.885  C1 1.359, C4 1.414
3 C -0.596 0.710 1.426  C4 1.516, H9 1.121, H10 1.065, H11 1.053
4 C -0.035 1.082 0.068  C2 1.414, C3 1.516, H12 1.206, H13 1.087
5 N 0.801 -1.734 -0.874  P7 1.559
6 O -2.242 0.607 -2.270  C1 1.251
7 P 1.789 -1.452 0.300  N5 1.559, H14 1.299, H15 1.380
8 H -1.399 -1.202 -2.412  C1 1.174
9 H -0.673 1.397 2.309  C3 1.121
10 H -1.558 0.261 1.501  C3 1.065
11 H -0.106 -0.086 1.911  C3 1.053
12 H 1.170 1.120 0.013  C4 1.206
13 H -0.534 1.927 -0.400  C4 1.087
14 H 2.329 -0.304 0.574  P7 1.299
15 H 2.840 -2.289 0.613  P7 1.380



Record 6
C4H8NOP in the gas phase, computed with ωB97M-V with the def2-TZVPD basis set.

Output
E	-17095.8812	eV
largest force on an atom	4.8	eV Å⁻¹

Last columns: bonded neighbours and bond lengths (Å).
Cartesian coordinates (Å):
1 C 0.519 1.587 0.221  C2 1.384, O6 1.222, H8 1.128
2 C -0.040 0.523 -0.466  C1 1.384, C4 1.443, P7 2.105
3 C 1.167 -1.545 0.419  C4 1.585, H9 1.078, H10 1.059, H11 0.999
4 C 0.792 -0.607 -0.802  C2 1.443, C3 1.585, H12 1.047, H13 1.030
5 N -2.142 1.746 -0.339  P7 1.522
6 O 1.696 1.911 0.174  C1 1.222
7 P -2.030 0.323 0.190  C2 2.105, N5 1.522, H14 1.389, H15 1.342
8 H -0.306 2.310 0.480  C1 1.128
9 H 0.501 -1.280 1.223  C3 1.078
10 H 1.123 -2.547 0.078  C3 1.059
11 H 2.130 -1.280 0.464  C3 0.999
12 H 0.283 -1.053 -1.602  C4 1.047
13 H 1.670 -0.121 -1.028  C4 1.030
14 H -3.038 -0.325 -0.512  P7 1.389
15 H -2.324 0.359 1.499  P7 1.342



Record 7
A 2-piece molecular cluster, C4H8NOP overall, computed with ωB97M-V with the def2-TZVPD basis set.

Output
E	-17099.4544	eV
largest force on an atom	5.8	eV Å⁻¹

Last columns: bonded neighbours and bond lengths (Å).
Cartesian coordinates (Å):
1 C 0.519 1.350 -0.430  C4 1.373, N5 1.140
2 C -0.292 0.801 1.848  C4 1.457, H8 1.207, H9 1.112, H10 1.130
3 C 0.726 -1.343 -1.559  P7 1.810, H11 1.126, H12 1.002, H13 1.120
4 C 0.186 0.422 0.525  C1 1.373, C2 1.457, P7 1.791
5 N 0.750 2.166 -1.193  C1 1.140
6 O -1.625 0.150 -0.774  H14 0.941
7 P 0.961 -1.164 0.226  C3 1.810, C4 1.791, H15 1.481
8 H -1.456 0.833 2.168  C2 1.207
9 H 0.211 0.273 2.687  C2 1.112
10 H -0.055 1.892 2.021  C2 1.130
11 H 1.681 -0.899 -1.960  C3 1.126
12 H -0.190 -1.056 -1.847  C3 1.002
13 H 0.817 -2.459 -1.515  C3 1.120
14 H -2.015 1.005 -0.819  O6 0.941
15 H -0.217 -1.970 0.623  P7 1.481



Record 8
An isolated ion of composition C4H8NOS and charge -1, computed with ωB97M-V with the def2-TZVPD basis set.

Output
E	-18651.2097	eV
SMILES	C[C@@H](C[S-])NC=O
largest force on an atom	2.8	eV Å⁻¹
charge	-1

Last columns: bonded neighbours and bond lengths (Å).
Cartesian coordinates (Å):
1 C -1.181 1.331 0.412  C2 1.544, H8 1.079, H9 1.092, H10 1.093
2 C -0.304 0.066 0.531  C1 1.544, C3 1.552, N5 1.516, H11 1.092
3 C -0.472 -0.819 -0.733  C2 1.552, S4 1.792, H12 1.095, H13 1.093
4 S -1.883 -1.892 -0.472  C3 1.792
5 N 1.149 0.425 0.770  C2 1.516, C6 1.364, H14 1.005
6 C 1.749 1.394 0.020  N5 1.364, O7 1.236, H15 1.092
7 O 2.981 1.371 -0.070  C6 1.236
8 H -0.780 2.285 0.106  C1 1.079
9 H -2.103 1.194 -0.157  C1 1.092
10 H -1.476 1.504 1.449  C1 1.093
11 H -0.600 -0.529 1.397  C2 1.092
12 H 0.269 -1.624 -0.747  C3 1.095
13 H -0.370 -0.183 -1.617  C3 1.093
14 H 1.870 -0.210 1.064  N5 1.005
15 H 1.146 2.060 -0.600  C6 1.092



Record 9
A 2-piece molecular cluster, C4H8NOS overall, computed with ωB97M-V with the def2-TZVPD basis set.

Output
E	-18648.8217	eV
largest force on an atom	3.2	eV Å⁻¹
charge	-1

Last columns: bonded neighbours and bond lengths (Å).
Cartesian coordinates (Å):
1 C 1.136 -0.879 -0.073  C4 1.403, H8 1.100, H9 1.079
2 C 1.335 1.763 -0.736  S3 1.653, H10 1.062, H11 1.075
3 S 0.178 2.878 -1.121  C2 1.653
4 C 0.157 -1.621 0.603  C1 1.403, N5 1.400, O7 1.245
5 N -1.173 -1.192 0.508  C4 1.400, C6 1.431, H12 1.009
6 C -1.684 0.074 0.081  N5 1.431, H13 1.094, H14 1.071, H15 1.099
7 O 0.315 -2.693 1.216  C4 1.245
8 H 1.086 0.220 -0.101  C1 1.100
9 H 2.118 -1.323 -0.128  C1 1.079
10 H 1.949 1.369 -1.507  C2 1.062
11 H 1.709 1.909 0.262  C2 1.075
12 H -1.780 -1.737 1.101  N5 1.009
13 H -1.077 0.357 -0.784  C6 1.094
14 H -2.732 -0.021 -0.117  C6 1.071
15 H -1.537 0.896 0.796  C6 1.099



Record 10
C4H8NPS in the gas phase, computed with ωB97M-V with the def2-TZVPD basis set.

Output
E	-25885.5017	eV
largest force on an atom	6.2	eV Å⁻¹

Last columns: bonded neighbours and bond lengths (Å).
Cartesian coordinates (Å):
1 C -0.038 0.029 -0.320  P6 1.717, S7 1.682
2 C -0.337 1.382 1.870  C3 1.547, N5 1.361, H8 1.094, H9 1.085
3 C 1.161 1.587 1.543  C2 1.547, S7 1.932, H10 1.075, H11 1.046
4 C -0.451 -1.772 -2.288  P6 1.850, H12 1.168, H13 1.146, H14 1.085
5 N -0.818 0.154 1.537  C2 1.361
6 P -1.326 -0.433 -1.357  C1 1.717, C4 1.850, H15 1.424
7 S 1.132 1.237 -0.357  C1 1.682, C3 1.932
8 H -0.038 1.434 2.921  C2 1.094
9 H -0.868 2.287 1.593  C2 1.085
10 H 1.551 2.587 1.601  C3 1.075
11 H 1.773 0.832 1.930  C3 1.046
12 H -1.248 -2.214 -3.018  C4 1.168
13 H 0.018 -2.670 -1.753  C4 1.146
14 H 0.430 -1.341 -2.752  C4 1.085
15 H -2.275 -1.226 -0.651  P6 1.424



Record 11
C4H8NPS3 in the gas phase, computed with ωB97M-V with the def2-TZVPD basis set.

Output
E	-47562.0355	eV
SMILES	CP(C)(=S)SCSC#N
largest force on an atom	3.2	eV Å⁻¹

Last columns: bonded neighbours and bond lengths (Å).
Cartesian coordinates (Å):
1 C 1.004 2.266 -0.618  P2 1.882, H10 1.098, H11 1.101, H12 1.102
2 P 0.541 0.566 0.046  C1 1.882, C3 1.829, S4 1.970, S5 2.109
3 C 1.492 -0.691 -0.882  P2 1.829, H13 1.191, H14 1.134, H15 1.114
4 S 0.609 0.466 2.012  P2 1.970
5 S -1.418 0.278 -0.681  P2 2.109, C6 1.782
6 C -2.257 -0.235 0.805  S5 1.782, S7 1.865, H16 1.148, H17 1.161
7 S -2.467 -2.048 1.194  C6 1.865, C8 1.642
8 C -0.995 -2.698 0.865  S7 1.642, N9 1.137
9 N -0.027 -3.280 0.738  C8 1.137
10 H 2.077 2.445 -0.469  C1 1.098
11 H 0.943 2.029 -1.691  C1 1.101
12 H 0.419 2.948 0.020  C1 1.102
13 H 1.115 -0.386 -1.970  C3 1.191
14 H 2.603 -0.467 -0.840  C3 1.134
15 H 1.228 -1.773 -0.857  C3 1.114
16 H -3.274 0.292 0.726  C6 1.148
17 H -1.594 0.288 1.601  C6 1.161



Record 12
A 2-piece molecular cluster, C4H8NS overall, computed with ωB97M-V with the def2-TZVPD basis set.

Output
E	-16602.0992	eV
largest force on an atom	0.8	eV Å⁻¹
charge	-1

Last columns: bonded neighbours and bond lengths (Å).
Cartesian coordinates (Å):
1 C 2.633 -1.256 -0.290  S2 1.839, H3 1.092, H4 1.093, H5 1.089
2 S 1.427 -0.153 -1.132  C1 1.839
3 H 2.200 -1.731 0.592  C1 1.092
4 H 2.890 -2.058 -0.986  C1 1.093
5 H 3.545 -0.716 -0.040  C1 1.089
6 C -1.732 0.588 1.444  C7 1.327, N9 1.410, H10 1.085
7 C -0.792 -0.239 1.886  C6 1.327, H11 1.086, H12 1.082
8 C -1.622 1.001 -0.822  N9 1.265, H13 1.088, H14 1.091
9 N -2.291 0.546 0.151  C6 1.410, C8 1.265
10 H -2.188 1.279 2.146  C6 1.085
11 H -0.155 -0.772 1.186  C7 1.086
12 H -0.542 -0.310 2.936  C7 1.082
13 H -2.089 1.010 -1.805  C8 1.088
14 H -0.596 1.362 -0.730  C8 1.091



Record 13
A 2-piece molecular cluster, C4H8O overall, computed with ωB97M-V with the def2-TZVPD basis set.

Output
<S²>	0.75
E	-6321.9322	eV
2S+1	2
largest force on an atom	4.0	eV Å⁻¹
charge	-1

Last columns: bonded neighbours and bond lengths (Å).
Cartesian coordinates (Å):
1 O 3.560 1.698 -0.363  C2 1.285
2 C 2.295 1.495 -0.277  O1 1.285, H3 1.179, H4 1.121
3 H 1.698 0.598 -0.757  C2 1.179
4 H 1.703 2.371 0.097  C2 1.121
5 C -1.999 0.090 0.619  C6 1.509, H8 1.154, H9 1.091, H10 1.026
6 C -2.249 -1.170 -0.173  C5 1.509, C7 1.368, H11 1.125
7 C -1.450 -2.253 0.069  C6 1.368, H12 1.081, H13 1.100
8 H -2.147 0.956 -0.128  C5 1.154
9 H -2.714 0.221 1.432  C5 1.091
10 H -1.032 0.014 0.953  C5 1.026
11 H -3.098 -1.156 -0.910  C6 1.125
12 H -1.632 -3.285 -0.197  C7 1.081
13 H -0.841 -2.271 0.985  C7 1.100



Record 14
A 2-piece molecular cluster, C4H8O overall, computed with ωB97M-V with the def2-TZVPD basis set.

Output
E	-6323.1841	eV
SMILES	C=CO.C=C
largest force on an atom	1.1	eV Å⁻¹

Last columns: bonded neighbours and bond lengths (Å).
Cartesian coordinates (Å):
1 C 0.314 3.637 0.441  C2 1.321, H4 1.087, H5 1.080
2 C 0.849 3.367 1.618  C1 1.321, O3 1.368, H6 1.080
3 O 1.013 2.074 2.034  C2 1.368, H7 0.961
4 H 0.291 4.664 0.083  C1 1.087
5 H -0.035 2.922 -0.289  C1 1.080
6 H 1.108 4.147 2.318  C2 1.080
7 H 1.555 2.005 2.825  O3 0.961
8 C -1.283 -4.294 -1.371  C9 1.315, H10 1.090, H11 1.090
9 C -0.418 -3.337 -1.626  C8 1.315, H12 1.081, H13 1.088
10 H -1.205 -5.267 -1.858  C8 1.090
11 H -2.104 -4.184 -0.662  C8 1.090
12 H 0.389 -3.382 -2.344  C9 1.081
13 H -0.474 -2.352 -1.168  C9 1.088



Record 15
A 2-piece molecular cluster, C4H8O overall, computed with ωB97M-V with the def2-TZVPD basis set.

Output
E	-6323.5357	eV
SMILES	C=CC.C=O
largest force on an atom	0.5	eV Å⁻¹

Last columns: bonded neighbours and bond lengths (Å).
Cartesian coordinates (Å):
1 C -0.455 -0.426 1.342  C2 1.332, H4 1.089, H5 1.087
2 C 0.640 0.098 0.795  C1 1.332, C3 1.502, H6 1.092
3 C 0.691 1.448 0.138  C2 1.502, H7 1.096, H8 1.098, H9 1.094
4 H -1.401 0.115 1.346  C1 1.089
5 H -0.450 -1.402 1.822  C1 1.087
6 H 1.566 -0.481 0.808  C2 1.092
7 H 1.244 1.397 -0.807  C3 1.096
8 H 1.197 2.191 0.767  C3 1.098
9 H -0.317 1.821 -0.068  C3 1.094
10 C -0.679 -1.191 -1.532  O11 1.204, H12 1.107, H13 1.111
11 O -1.584 -0.447 -1.813  C10 1.204
12 H -0.811 -2.084 -0.893  C10 1.107
13 H 0.357 -1.040 -1.906  C10 1.111



Record 16
A 2-piece molecular cluster, C4H8O overall, computed with ωB97M-V with the def2-TZVPD basis set.

Output
E	-6321.4991	eV
SMILES	CC1C=C1.O
largest force on an atom	1.3	eV Å⁻¹

Last columns: bonded neighbours and bond lengths (Å).
Cartesian coordinates (Å):
1 C 1.218 0.542 -0.712  C2 1.519, H5 1.096, H6 1.098, H7 1.096
2 C -0.135 -0.129 -0.868  C1 1.519, C3 1.498, C4 1.480, H8 1.091
3 C -0.619 -1.303 -0.073  C2 1.498, C4 1.313, H9 1.071
4 C -1.245 -0.163 0.111  C2 1.480, C3 1.313, H10 1.076
5 H 1.663 0.392 0.279  C1 1.096
6 H 1.148 1.621 -0.908  C1 1.098
7 H 1.920 0.122 -1.442  C1 1.096
8 H -0.514 -0.042 -1.888  C2 1.091
9 H -0.895 -2.328 -0.212  C3 1.071
10 H -2.176 0.336 0.318  C4 1.076
11 O -0.438 0.382 2.036  H12 0.982, H13 0.965
12 H -0.091 -0.459 1.667  O11 0.982
13 H 0.163 1.067 1.716  O11 0.965



Record 17
A 2-piece molecular cluster, C4H8O overall, computed with ωB97M-V with the def2-TZVPD basis set.

Output
E	-6322.3564	eV
SMILES	C=C[C@H]1CO1.[H][H]
largest force on an atom	0.3	eV Å⁻¹

Last columns: bonded neighbours and bond lengths (Å).
Cartesian coordinates (Å):
1 C -0.152 -2.048 0.549  C2 1.329, H6 1.086, H7 1.088
2 C -0.073 -0.723 0.474  C1 1.329, C3 1.480, H8 1.089
3 C -0.424 0.047 -0.741  C2 1.480, C4 1.468, O5 1.426, H9 1.092
4 C -0.994 1.396 -0.644  C3 1.468, O5 1.417, H10 1.090, H11 1.091
5 O 0.362 1.207 -1.006  C3 1.426, C4 1.417
6 H 0.097 -2.580 1.462  C1 1.086
7 H -0.471 -2.648 -0.300  C1 1.088
8 H 0.258 -0.132 1.327  C2 1.089
9 H -0.661 -0.548 -1.625  C3 1.092
10 H -1.644 1.762 -1.439  C4 1.090
11 H -1.159 1.839 0.339  C4 1.091
12 H 2.775 1.213 1.057  H13 0.745
13 H 2.212 1.279 0.573  H12 0.745